# 1
Density functional theory data (ωB97M-V with the def2-TZVPD basis set) for a molecular structure, C36H36BN6OP2S3W.

Summary:
orbital gap: 6.59 eV
energy above the lowest of the compared OMol25 structures with the same formula, charge and spin: 7.74 kcal/mol
LUMO level: -9.95 eV
total energy: -102469.76424 eV
maximum force: 0.01015 Eh/bohr
molar mass: 921.5 Da
charge: +3

Geometry (Å):
W  -1.55259  0.40693  0.48574
C  -2.58005  0.14774  4.72478
C  -1.71282  0.50862  3.73181
N  -2.22655  0.19875  2.49448
N  -3.44273  -0.39368  2.75801
C  -3.66185  -0.42338  4.06244
B  -4.25613  -1.12391  1.67553
N  -3.27010  -2.11426  1.04244
C  -3.35645  -3.43151  0.89472
C  -2.17838  -3.89779  0.32403
C  -1.40743  -2.77161  0.15269
N  -2.06387  -1.67075  0.59004
N  -4.64363  -0.13032  0.58751
C  -5.82169  0.12615  0.02384
C  -5.62505  0.99619  -1.03899
C  -4.26557  1.22594  -1.05627
N  -3.66278  0.54718  -0.05559
H  -2.44835  0.26894  5.78551
H  -0.74583  0.95894  3.83068
H  -4.56837  -0.86568  4.44449
H  -5.20398  -1.66944  2.14065
H  -4.24021  -3.95496  1.22256
H  -1.92145  -4.91465  0.08549
H  -0.40981  -2.69730  -0.23710
H  -6.72111  -0.32138  0.41458
H  -6.37097  1.40069  -1.69990
H  -3.68739  1.83129  -1.72975
S  0.10442  1.84240  1.77793
P  1.41542  0.46407  1.08593
C  0.24524  -0.22320  -0.05859
P  0.31774  -0.51695  -1.80734
S  -1.62583  0.00129  -2.00830
C  0.68786  -2.18930  -2.27175
C  -0.07198  -2.82768  -3.24828
C  0.27182  -4.11380  -3.64236
C  1.35169  -4.75613  -3.05373
C  2.10325  -4.12275  -2.06752
C  1.77620  -2.83588  -1.67823
C  1.45819  0.56787  -2.63249
C  2.31665  0.05351  -3.60606
C  3.16517  0.91038  -4.29458
C  3.16495  2.26529  -4.00912
C  2.31919  2.77987  -3.02862
C  1.46651  1.93544  -2.34821
C  1.88708  -0.74200  2.30290
C  2.97095  -0.42040  3.12906
C  3.33648  -1.28630  4.14533
C  2.63522  -2.47161  4.33298
C  1.56410  -2.79366  3.51053
C  1.18243  -1.92967  2.49628
C  2.88972  1.19608  0.42993
C  3.88220  0.34548  -0.06851
C  5.06430  0.88170  -0.54337
C  5.26828  2.25813  -0.49303
C  4.29172  3.10024  0.01725
C  3.09038  2.57356  0.46797
H  -0.92576  -2.33843  -3.70164
H  -0.30540  -4.61425  -4.40760
H  1.60982  -5.76055  -3.36189
H  2.94112  -4.63260  -1.61229
H  2.36508  -2.34454  -0.91125
H  2.31933  -1.00142  -3.84328
H  3.82077  0.51651  -5.05892
H  3.82549  2.92906  -4.55117
H  2.33595  3.83794  -2.80332
H  0.82383  2.33423  -1.57213
H  3.53439  0.49223  2.97949
H  4.17400  -1.04208  4.78398
H  2.93234  -3.15091  5.12070
H  1.02953  -3.72283  3.65493
H  0.34625  -2.19233  1.86326
H  3.74891  -0.73006  -0.06167
H  5.83703  0.23215  -0.93104
H  6.20395  2.67287  -0.84408
H  4.46734  4.16620  0.06618
H  2.32299  3.23413  0.85252
C  -1.96693  4.69599  0.91317
S  -1.21585  3.69015  -0.34393
C  -2.02797  4.29633  -1.80147
O  -1.91994  2.30311  -0.14713
H  -3.04985  4.68584  0.80431
H  -1.56323  5.70337  0.80173
H  -1.66044  4.28685  1.87436
H  -1.65181  5.30850  -1.96282
H  -3.10684  4.30331  -1.65749
H  -1.72827  3.65846  -2.63192

Löwdin atomic charge list, values in e, 5 entries:
1. W 1.475
2. C 0.015
3. C -0.133
4. N -0.128
5. N -0.002

---

# 2
Density functional theory data (ωB97M-V with the def2-TZVPD basis set) for a molecular structure, C5H6N2O.

Summary:
orbital gap: 8.26 eV
energy above the lowest of the compared OMol25 structures with the same formula, charge and spin: 148.69 kcal/mol
LUMO level: -0.83 eV
total energy: -10303.15587 eV
maximum force: 0.09759 Eh/bohr
molar mass: 110.1 Da

Geometry (Å):
C  0.53316  1.24558  1.78342
C  -0.99283  -0.02684  0.63169
C  -0.01969  -0.41022  -0.47240
C  0.77964  -0.33057  -1.46814
C  1.60507  -0.70076  -2.68032
H  1.11743  1.37452  0.80040
H  0.45537  2.23655  2.88083
H  1.02072  0.14135  2.36274
H  -2.17049  -1.53845  -0.50751
H  -3.03984  -0.28992  0.90296
H  2.56303  -0.23612  -2.62708
N  -0.82676  0.89060  1.53287
N  -2.20399  -0.71693  0.24502
O  1.17919  -1.63879  -3.38448

Löwdin atomic charge list, values in e, 5 entries:
1. C -0.215
2. C -0.452
3. C 0.043
4. C 0.069
5. C -0.222

---

# 3
Density functional theory data (ωB97M-V with the def2-TZVPD basis set) for 14 unconnected molecules or ions with the total composition C6H37O15.

Summary:
orbital gap: 8.65 eV
energy above the lowest of the compared OMol25 structures with the same formula, charge and spin: 0.00 kcal/mol
LUMO level: 2.34 eV
total energy: -37538.14119 eV
maximum force: 0.06041 Eh/bohr
molar mass: 349.3 Da
charge: -1

Geometry (Å):
O  1.48074  2.28112  0.88880
C  0.33349  2.16632  0.36447
O  -0.00684  2.82986  -0.64507
C  -0.58243  1.21479  1.14951
C  -0.90811  0.05242  0.18938
C  0.12577  -1.10395  0.34972
C  -0.36167  -1.97540  1.57766
C  0.88633  -2.42300  2.38704
H  -0.05601  0.79919  2.01096
H  -1.46207  1.77652  1.43594
H  -1.95904  -0.21716  0.22315
H  -0.63647  0.39667  -0.80581
H  0.15195  -1.67139  -0.60950
H  1.09991  -0.62351  0.52395
H  -1.05682  -1.38606  2.13362
H  -0.81749  -2.87714  1.10192
H  1.31219  -3.40183  2.10371
H  1.69920  -1.71358  2.28535
H  0.70456  -2.53189  3.47013
H  2.63795  3.57509  -1.62702
H  1.27098  4.02071  -1.23602
O  1.97736  4.23074  -1.89127
H  -1.69567  1.07079  -3.35737
H  -0.17703  1.05082  -2.98171
O  -0.86086  0.61810  -3.49063
H  -0.02759  -2.20805  -3.92587
H  -1.08299  -1.14839  -4.06966
O  -0.78766  -1.97668  -4.49044
H  1.61936  -1.27607  -3.90900
H  2.11594  -2.58152  -3.19113
O  1.87446  -2.19918  -4.04164
H  0.34183  3.96688  -3.26912
H  -0.52758  3.41944  -2.30550
O  -0.37481  3.30848  -3.27129
H  -3.65440  -0.59112  2.55036
H  -3.51470  -2.13415  2.22377
O  -3.93929  -1.31373  1.97013
H  1.22882  -3.92743  0.11364
H  0.26902  -4.72295  -0.81210
O  0.34526  -4.30015  0.05000
H  2.09832  2.39767  3.47060
H  2.21265  1.59999  2.21231
O  2.36424  1.50886  3.20856
H  1.47591  0.40754  4.10546
H  1.47230  -0.82489  5.02750
O  1.03405  0.02402  4.91176
H  1.89223  1.41573  -4.09645
H  1.58775  1.60199  -2.59840
O  2.15019  1.10445  -3.22079
H  -3.80689  0.52770  0.23534
H  -3.96816  1.81964  -0.52055
O  -4.38980  1.30408  0.17688
H  -2.74529  0.84437  4.40876
H  -3.66156  1.58063  3.48848
O  -2.90190  0.98433  3.45958
H  2.66105  -1.00557  -1.60856
H  3.05768  -1.84483  -0.52486
O  2.48159  -1.91936  -1.30868

Löwdin atomic charge list, values in e, 5 entries:
1. O -0.058
2. C -0.624
3. O -0.068
4. C -0.094
5. C -0.186